Formula: C41H114N9O15
Source: the OMol25 dataset
Level of theory: ωB97M-V/def2-TZVPD

Net charge = +7
LUMO = -9.2 eV
HOMO level = -12.2 eV

Last column: Mulliken charge in e.
Positions of all 179 atoms, in Å:
C (-1.046, -28.549, 19.942)  -0.875
N (0.107, -28.440, 21.022)  -0.223
C (-0.235, -29.420, 22.089)  -1.001
C (1.406, -28.877, 20.302)  -0.904
C (0.238, -27.001, 21.616)  -0.590
C (0.420, -25.878, 20.537)  -0.255
O (1.696, -25.394, 20.382)  -0.502
H (-0.962, -27.853, 19.105)  0.376
H (-2.016, -28.372, 20.436)  0.372
H (-1.006, -29.546, 19.603)  0.437
H (-0.432, -30.378, 21.737)  0.414
H (-1.148, -29.083, 22.534)  0.455
H (0.448, -29.356, 22.877)  0.434
H (2.211, -28.661, 20.955)  0.394
H (1.482, -28.255, 19.385)  0.349
H (1.235, -29.918, 20.060)  0.432
H (1.128, -27.013, 22.224)  0.433
H (-0.672, -26.930, 22.216)  0.410
H (-0.224, -25.061, 20.895)  0.307
H (-0.076, -26.138, 19.601)  0.187
H (2.305, -26.137, 20.160)  0.344
C (0.732, -18.826, 19.605)  -0.846
N (-0.184, -18.604, 18.475)  0.152
C (-0.186, -19.853, 17.524)  -0.844
C (-1.546, -18.642, 19.056)  -1.052
C (0.237, -17.289, 17.787)  -0.240
C (-0.774, -16.681, 16.869)  -0.509
O (-1.716, -15.773, 17.549)  -0.496
H (0.389, -19.714, 20.177)  0.279
H (0.774, -18.053, 20.358)  0.343
H (1.758, -19.038, 19.233)  0.419
H (0.632, -19.719, 16.801)  0.324
H (-1.125, -19.895, 16.983)  0.372
H (0.028, -20.728, 18.158)  0.343
H (-1.715, -17.774, 19.654)  0.400
H (-1.673, -19.527, 19.692)  0.366
H (-2.349, -18.664, 18.315)  0.429
H (1.102, -17.484, 17.151)  0.337
H (0.545, -16.661, 18.649)  0.302
H (-1.393, -17.457, 16.413)  0.252
H (-0.208, -16.135, 16.141)  0.374
H (-2.415, -16.255, 17.975)  0.299
C (-9.429, -20.229, 18.634)  -0.947
N (-9.390, -21.372, 19.554)  0.009
C (-10.462, -22.260, 19.045)  -0.874
C (-8.026, -22.003, 19.343)  -1.042
C (-9.589, -21.074, 21.035)  -0.524
C (-8.338, -20.438, 21.773)  -0.695
O (-7.818, -19.322, 21.088)  -0.515
H (-8.555, -19.636, 18.719)  0.377
H (-10.306, -19.639, 18.848)  0.423
H (-9.463, -20.635, 17.618)  0.417
H (-11.454, -21.770, 19.211)  0.385
H (-10.485, -23.182, 19.628)  0.404
H (-10.266, -22.486, 18.008)  0.397
H (-7.937, -22.762, 20.106)  0.387
H (-7.283, -21.242, 19.592)  0.478
H (-7.919, -22.407, 18.376)  0.364
H (-9.740, -22.008, 21.530)  0.369
H (-10.412, -20.399, 21.215)  0.390
H (-7.527, -21.148, 21.887)  0.416
H (-8.754, -20.175, 22.757)  0.426
H (-8.390, -18.534, 21.156)  0.350
C (-1.141, -9.795, 20.649)  -1.048
N (-1.477, -8.410, 20.113)  -0.015
C (-1.054, -7.395, 21.147)  -0.986
C (-0.583, -8.168, 18.961)  -0.843
C (-3.006, -8.308, 19.826)  -0.358
C (-3.664, -9.429, 18.975)  -0.764
O (-3.259, -9.449, 17.615)  -0.482
H (-1.246, -10.534, 19.802)  0.414
H (-1.867, -10.052, 21.453)  0.330
H (-0.218, -9.800, 21.134)  0.453
H (-0.027, -7.450, 21.191)  0.462
H (-1.416, -7.684, 22.129)  0.405
H (-1.327, -6.399, 20.839)  0.389
H (-0.862, -8.606, 18.010)  0.302
H (0.384, -8.483, 19.327)  0.399
H (-0.482, -7.118, 18.769)  0.409
H (-3.118, -7.326, 19.320)  0.356
H (-3.481, -8.262, 20.785)  0.429
H (-4.753, -9.345, 19.054)  0.411
H (-3.594, -10.396, 19.499)  0.344
H (-3.888, -8.833, 17.213)  0.361
C (-4.298, -11.515, 6.104)  -1.257
C (-3.625, -11.149, 7.432)  0.064
C (-3.441, -12.267, 8.383)  -0.682
O (-2.721, -11.832, 9.489)  -0.342
C (-2.416, -12.851, 10.453)  -0.710
N (-2.283, -10.656, 7.137)  -0.209
H (-1.645, -11.400, 6.909)  0.335
H (-2.381, -10.013, 6.347)  0.366
H (-1.876, -10.216, 7.951)  0.350
H (-3.549, -12.204, 5.617)  0.391
H (-4.202, -10.636, 5.436)  0.365
H (-5.237, -12.015, 6.073)  0.381
H (-4.178, -10.335, 7.945)  0.286
H (-2.935, -13.114, 7.893)  0.437
H (-4.490, -12.605, 8.585)  0.353
H (-1.528, -12.566, 10.970)  0.268
H (-2.292, -13.816, 9.963)  0.330
H (-3.211, -12.983, 11.189)  0.272
C (8.532, -18.017, 28.149)  -1.299
C (8.053, -16.916, 27.220)  0.195
C (6.692, -17.350, 26.602)  -0.751
O (6.737, -18.471, 25.829)  -0.321
C (7.418, -18.363, 24.561)  -0.720
N (7.972, -15.571, 27.899)  -0.289
H (7.663, -14.830, 27.223)  0.373
H (7.249, -15.585, 28.625)  0.378
H (8.836, -15.333, 28.421)  0.385
H (7.926, -18.256, 29.047)  0.380
H (9.533, -17.964, 28.554)  0.430
H (8.443, -18.896, 27.464)  0.319
H (8.772, -16.756, 26.400)  0.216
H (6.227, -16.520, 26.011)  0.430
H (6.046, -17.621, 27.418)  0.380
H (8.468, -18.012, 24.614)  0.286
H (6.951, -17.567, 24.037)  0.373
H (7.368, -19.350, 24.065)  0.233
C (-7.271, -24.515, 10.024)  -1.488
C (-6.292, -24.633, 8.926)  0.479
C (-5.111, -25.562, 9.273)  -0.848
O (-4.289, -24.884, 10.249)  -0.340
C (-3.032, -24.402, 9.819)  -0.667
N (-7.103, -25.199, 7.727)  -0.359
H (-6.525, -25.183, 6.879)  0.370
H (-7.379, -26.182, 7.912)  0.369
H (-7.945, -24.616, 7.584)  0.369
H (-6.831, -24.216, 10.916)  0.400
H (-7.807, -25.441, 10.238)  0.406
H (-8.059, -23.770, 9.786)  0.427
H (-5.948, -23.653, 8.528)  0.212
H (-4.535, -25.921, 8.419)  0.460
H (-5.429, -26.542, 9.666)  0.377
H (-2.655, -23.807, 10.621)  0.243
H (-3.135, -23.785, 8.887)  0.301
H (-2.265, -25.184, 9.640)  0.286
C (-3.975, -21.150, 25.504)  -1.525
C (-3.813, -19.744, 25.103)  0.384
C (-2.843, -18.947, 26.016)  -0.823
O (-2.601, -17.702, 25.407)  -0.306
C (-2.125, -16.763, 26.432)  -0.779
N (-3.295, -19.701, 23.680)  -0.084
H (-3.658, -20.399, 22.939)  0.215
H (-3.328, -18.774, 23.308)  0.404
H (-2.297, -19.884, 23.728)  0.376
H (-3.039, -21.688, 25.615)  0.376
H (-4.619, -21.777, 24.869)  0.343
H (-4.518, -21.226, 26.426)  0.450
H (-4.808, -19.319, 25.026)  0.228
H (-1.894, -19.467, 26.203)  0.410
H (-3.290, -18.833, 27.002)  0.512
H (-1.290, -17.158, 27.006)  0.315
H (-2.943, -16.672, 27.148)  0.340
H (-1.851, -15.829, 25.976)  0.255
C (8.526, -23.287, 15.527)  -1.180
C (8.102, -23.178, 14.140)  0.640
O (7.133, -22.742, 13.711)  -0.333
N (9.139, -23.776, 13.073)  -0.188
H (10.014, -23.727, 13.663)  0.406
H (8.831, -24.727, 12.931)  0.317
C (9.189, -22.875, 11.892)  -0.792
H (9.035, -24.234, 15.787)  0.403
H (7.623, -23.173, 16.149)  0.323
H (9.161, -22.473, 15.829)  0.361
H (8.317, -22.856, 11.224)  0.317
H (10.041, -23.196, 11.281)  0.358
H (9.349, -21.879, 12.252)  0.367
O (-1.332, -13.642, 21.278)  -0.437
C (-0.125, -13.937, 20.765)  0.622
O (0.700, -14.914, 20.786)  -0.675
O (0.772, -13.316, 20.091)  -0.706
H (-1.902, -14.424, 21.481)  0.309
O (-2.841, -23.290, 20.727)  -0.446
C (-2.828, -21.994, 21.087)  0.632
O (-1.854, -21.212, 20.807)  -0.722
O (-3.838, -21.621, 21.757)  -0.949
H (-3.685, -23.583, 21.142)  0.317

Atoms 1-3, force components in eV/Å:
C 0.231 1.190 1.703
N -0.212 0.298 -2.103
C -0.890 2.155 0.136

Formula: C41H23CaN15O2Se
Source: the OMol25 dataset
Level of theory: ωB97M-V/def2-TZVPD

Energy above the lowest of the compared OMol25 structures with the same formula, charge and spin = 0.0000 eV
Net charge = -2
LUMO (alpha / beta) = 3.3 / 3.3 eV
HOMO level (alpha / beta) = -1.6 / -1.6 eV

Last column: Mulliken charge in e.
Positions of all 83 atoms, in Å:
Ca (0.179, -0.466, -0.342)  2.868
C (2.734, 1.622, -6.304)  -0.632
C (1.591, 2.425, -6.365)  -0.599
C (0.765, 2.579, -5.261)  -0.123
C (1.112, 1.908, -4.100)  -0.014
C (0.495, 1.829, -2.764)  0.041
N (1.214, 1.023, -1.975)  -0.224
C (2.299, 0.581, -2.665)  -0.382
N (3.296, -0.157, -2.230)  -0.509
C (3.416, -0.567, -0.961)  -0.284
C (4.599, -1.275, -0.475)  0.299
C (5.763, -1.716, -1.099)  -0.268
C (6.704, -2.372, -0.326)  -0.604
C (6.495, -2.579, 1.047)  -0.599
C (5.342, -2.136, 1.670)  -0.180
C (4.390, -1.483, 0.892)  0.187
C (3.086, -0.896, 1.192)  -0.336
N (2.581, -0.841, 2.419)  -0.484
C (1.452, -0.226, 2.726)  -0.353
N (0.578, 0.389, 1.885)  -0.079
C (-0.372, 0.998, 2.611)  -0.442
N (-1.361, 1.788, 2.173)  -0.330
C (-1.478, 2.169, 0.918)  -0.333
N (-0.706, 1.824, -0.146)  -0.200
C (-1.118, 2.511, -1.226)  -0.288
N (-0.605, 2.510, -2.451)  -0.488
C (-2.282, 3.340, -0.873)  0.110
C (-3.082, 4.203, -1.609)  -0.108
C (-4.127, 4.833, -0.951)  -0.626
C (-4.359, 4.611, 0.412)  -0.630
C (-3.552, 3.755, 1.146)  -0.193
C (-2.512, 3.121, 0.483)  0.095
C (-0.161, 0.725, 4.034)  0.232
C (-0.854, 1.090, 5.182)  -0.164
C (-0.363, 0.651, 6.400)  -0.608
C (0.801, -0.129, 6.472)  -0.607
C (1.495, -0.485, 5.328)  -0.144
C (0.996, -0.052, 4.105)  0.009
N (2.550, -0.396, 0.051)  -0.216
C (2.251, 1.112, -4.038)  0.251
C (3.080, 0.958, -5.136)  -0.151
H (3.350, 1.513, -7.189)  0.365
H (1.343, 2.925, -7.295)  0.376
H (-0.127, 3.192, -5.295)  0.543
H (5.909, -1.547, -2.159)  0.544
H (7.618, -2.735, -0.783)  0.373
H (7.251, -3.099, 1.624)  0.371
H (5.169, -2.291, 2.727)  0.546
H (-2.890, 4.360, -2.663)  0.555
H (-4.780, 5.504, -1.496)  0.375
H (-5.187, 5.114, 0.897)  0.377
H (-3.722, 3.572, 2.200)  0.549
H (-1.751, 1.693, 5.113)  0.539
H (-0.886, 0.906, 7.314)  0.375
H (1.153, -0.462, 7.441)  0.370
H (2.392, -1.089, 5.368)  0.540
H (3.954, 0.322, -5.076)  0.525
N (1.159, -2.931, -1.109)  -0.208
N (0.989, -3.180, -2.489)  -0.386
C (0.382, -2.156, -3.266)  -0.024
O (0.525, -2.240, -4.490)  -0.811
O (-0.275, -1.299, -2.600)  -0.264
H (2.128, -3.030, -0.829)  0.131
H (0.598, -3.570, -0.558)  0.290
H (1.753, -3.638, -2.961)  0.244
N (-3.997, -4.904, 2.367)  -0.663
C (-2.948, -4.439, 2.554)  0.550
N (-1.755, -3.980, 2.885)  -0.854
C (-1.112, -3.226, 2.035)  0.491
N (-0.443, -2.553, 1.357)  -0.433
Se (-2.885, -0.759, -2.388)  0.356
N (-2.342, -0.704, -0.675)  0.121
C (-3.415, -0.871, 0.074)  0.227
C (-3.409, -0.896, 1.509)  0.116
C (-4.573, -1.109, 2.159)  -1.061
C (-5.816, -1.282, 1.454)  -0.568
C (-5.876, -1.221, 0.106)  -0.701
C (-4.665, -1.002, -0.630)  0.476
N (-4.590, -0.914, -1.945)  -0.942
H (-2.475, -0.768, 2.038)  0.488
H (-4.576, -1.168, 3.239)  0.415
H (-6.712, -1.474, 2.030)  0.348
H (-6.799, -1.346, -0.445)  0.446

Atoms 1-3, force components in eV/Å:
Ca -0.038 -0.696 -0.284
C -0.013 0.013 -0.016
C 0.004 0.005 -0.013

Formula: C41H26F3FeI2N3O4Sb
Source: the OMol25 dataset
Level of theory: ωB97M-V/def2-TZVPD

Energy above the lowest of the compared OMol25 structures with the same formula, charge and spin = 0.0000 eV
Spin multiplicity = 2
Net charge = 0
LUMO (alpha / beta) = -0.4 / -0.8 eV
Expectation value of S² = 0.77
HOMO level (alpha / beta) = -7.9 / -7.9 eV

Last column: Mulliken charge in e.
Positions of all 81 atoms, in Å:
Fe (-0.324, -0.141, -0.053)  -0.266
O (1.436, 3.041, 3.866)  -0.697
C (0.131, 3.343, 3.758)  0.447
C (-0.352, 4.383, 4.553)  -0.693
C (-1.682, 4.748, 4.493)  -0.373
C (-2.565, 4.084, 3.643)  -0.965
C (-2.092, 3.058, 2.852)  -0.410
C (-0.750, 2.671, 2.893)  0.088
C (-0.299, 1.601, 1.987)  1.241
O (-1.153, 1.074, 1.177)  -0.568
N (0.966, 1.238, 2.016)  -1.344
N (1.196, 0.260, 1.061)  1.614
C (2.356, -0.279, 1.006)  -0.848
C (2.715, -1.306, 0.058)  0.809
C (3.970, -1.920, 0.197)  -0.942
C (4.397, -2.892, -0.676)  -0.787
C (3.559, -3.259, -1.733)  -0.495
C (2.328, -2.666, -1.902)  -0.703
C (1.867, -1.678, -1.012)  0.460
O (0.702, -1.122, -1.257)  -0.262
H (1.627, 2.312, 3.232)  0.579
H (0.345, 4.893, 5.205)  0.442
H (-2.037, 5.560, 5.115)  0.395
H (-3.607, 4.371, 3.600)  0.433
H (-2.749, 2.530, 2.175)  0.512
H (3.100, 0.053, 1.727)  0.400
H (4.607, -1.611, 1.019)  0.413
H (5.364, -3.359, -0.553)  0.412
H (3.880, -4.021, -2.432)  0.433
H (1.676, -2.946, -2.720)  0.522
I (-4.341, -1.395, -2.964)  0.061
C (-3.437, -2.344, -1.354)  -0.510
C (-3.898, -3.609, -0.944)  -0.383
C (-3.337, -4.272, 0.113)  -0.278
I (-4.099, -6.138, 0.654)  0.063
C (-2.253, -3.688, 0.818)  0.687
C (-1.581, -4.254, 1.923)  -0.564
C (-0.551, -3.581, 2.516)  -1.353
C (-0.158, -2.333, 2.007)  0.089
N (-0.757, -1.787, 0.977)  0.204
C (-1.801, -2.430, 0.382)  0.165
C (-2.394, -1.715, -0.706)  0.060
O (-1.931, -0.531, -0.993)  0.107
H (-4.723, -4.057, -1.482)  0.352
H (-1.895, -5.220, 2.296)  0.204
H (-0.028, -3.992, 3.367)  0.422
H (0.658, -1.780, 2.451)  0.551
F (-4.748, 3.784, -5.160)  -0.339
C (-3.721, 3.381, -4.388)  0.302
C (-2.444, 3.789, -4.723)  -0.713
C (-1.390, 3.371, -3.925)  -0.405
C (-1.622, 2.556, -2.819)  -0.172
C (-2.920, 2.153, -2.516)  -0.517
C (-3.985, 2.571, -3.303)  -0.908
Sb (-0.049, 1.993, -1.537)  1.778
C (1.645, 2.110, -2.796)  0.273
C (2.100, 0.942, -3.408)  -0.702
C (3.211, 0.967, -4.239)  -0.712
C (3.854, 2.173, -4.439)  0.342
F (4.935, 2.204, -5.239)  -0.343
C (3.433, 3.348, -3.848)  -0.750
C (2.319, 3.308, -3.021)  -0.237
C (0.158, 3.764, -0.400)  0.074
C (-0.933, 4.603, -0.196)  -0.532
C (-0.845, 5.682, 0.672)  -0.612
C (0.350, 5.903, 1.325)  0.217
F (0.443, 6.946, 2.170)  -0.416
C (1.457, 5.096, 1.144)  -0.704
C (1.349, 4.019, 0.279)  -0.241
H (-2.290, 4.417, -5.590)  0.454
H (-0.382, 3.680, -4.176)  0.381
H (-3.103, 1.490, -1.680)  0.673
H (-5.001, 2.266, -3.091)  0.546
H (1.591, 0.002, -3.234)  0.419
H (3.582, 0.073, -4.720)  0.471
H (3.972, 4.267, -4.036)  0.462
H (1.983, 4.222, -2.545)  0.420
H (-1.869, 4.417, -0.711)  0.436
H (-1.685, 6.339, 0.852)  0.489
H (2.367, 5.298, 1.692)  0.389
H (2.207, 3.369, 0.148)  0.454

Atoms 1-3, force components in eV/Å:
Fe 0.004 0.062 -0.119
O 0.006 0.018 -0.027
C 0.001 -0.022 0.004